C48H47AsN2O11S3Ti | the ωB97M-V functional and the def2-TZVPD basis

Frontier orbital gap (Ha): 0.2247
Net charge: +2
F_max (eV Å⁻¹): 3.51
E (eV): -192488.402
LUMO (eV): -6.124

Atoms and positions in Å:
Ti  1.930  0.807  -1.034
C  6.523  1.624  -2.087
N  5.439  1.968  -1.166
C  5.231  3.369  -0.790
C  4.542  1.095  -0.805
O  3.533  1.401  -0.092
C  4.672  -0.361  -1.239
O  3.351  -0.913  -1.181
C  3.252  -2.214  -0.581
C  3.641  -2.194  0.905
O  3.628  -1.128  1.513
N  4.006  -3.360  1.440
C  3.954  -4.624  0.715
C  4.479  -3.424  2.816
H  7.161  2.491  -2.222
H  6.122  1.332  -3.060
H  7.134  0.812  -1.693
H  4.344  3.764  -1.287
H  6.099  3.952  -1.074
H  5.082  3.444  0.285
H  5.355  -0.870  -0.555
H  5.028  -0.439  -2.270
H  3.871  -2.909  -1.151
H  2.199  -2.494  -0.670
H  4.815  -4.755  0.056
H  3.033  -4.713  0.140
H  3.976  -5.435  1.438
H  4.602  -2.414  3.194
H  5.441  -3.935  2.849
H  3.767  -3.970  3.437
O  1.554  -1.069  -3.154
As  2.441  0.319  -3.836
O  3.730  -0.312  -4.578
O  2.833  1.258  -2.484
C  1.166  1.264  -4.929
C  0.899  0.760  -6.196
C  -0.038  1.392  -6.995
C  -0.708  2.508  -6.509
C  -0.432  3.019  -5.251
C  0.521  2.405  -4.454
S  0.156  2.413  -1.846
O  0.240  0.901  -2.003
O  0.877  2.956  -3.229
O  1.282  2.598  -0.839
H  1.679  -1.825  -3.745
H  1.460  -0.100  -6.544
H  -0.243  1.020  -7.989
H  -1.441  3.001  -7.132
H  -0.933  3.907  -4.888
C  -1.004  -2.602  6.610
C  -0.491  -1.976  5.351
C  -1.378  -1.450  4.406
C  -0.928  -0.844  3.252
C  0.440  -0.764  3.014
C  1.339  -1.296  3.936
C  0.874  -1.901  5.089
S  1.273  0.316  1.868
O  1.249  -0.077  0.343
C  0.110  1.681  1.821
C  0.788  2.818  2.317
C  0.261  4.064  2.199
C  -0.908  4.253  1.435
C  -1.387  5.559  1.173
C  -2.483  5.757  0.387
C  -3.155  4.644  -0.157
C  -2.739  3.371  0.112
C  -1.598  3.124  0.922
C  -1.149  1.777  1.217
C  -2.326  0.800  1.096
C  -3.370  1.316  1.966
C  -3.057  2.111  3.097
C  -4.039  2.609  3.906
C  -5.395  2.386  3.607
C  -5.735  1.590  2.552
C  -4.733  1.010  1.741
C  -5.049  0.126  0.696
C  -4.057  -0.548  0.056
C  -2.683  -0.272  0.264
S  -1.529  -1.527  -0.446
O  -1.089  -2.274  0.769
C  -2.706  -2.653  -1.210
C  -3.330  -3.644  -0.471
C  -4.135  -4.566  -1.120
C  -4.303  -4.523  -2.504
C  -5.114  -5.564  -3.218
C  -3.676  -3.508  -3.227
C  -2.876  -2.578  -2.585
H  -1.630  -3.463  6.373
H  -1.622  -1.897  7.168
H  -0.189  -2.927  7.253
H  -2.442  -1.501  4.598
H  -1.635  -0.440  2.549
H  2.400  -1.201  3.748
H  1.577  -2.294  5.812
H  1.738  2.662  2.814
H  0.746  4.927  2.634
H  -0.854  6.395  1.608
H  -2.834  6.758  0.176
H  -4.025  4.803  -0.781
H  -3.296  2.539  -0.299
H  -2.020  2.297  3.346
H  -3.772  3.187  4.780
H  -6.161  2.825  4.231
H  -6.772  1.369  2.336
H  -6.085  -0.048  0.435
H  -4.335  -1.301  -0.662
H  -3.182  -3.681  0.600
H  -4.638  -5.333  -0.546
H  -5.640  -6.208  -2.516
H  -4.458  -6.187  -3.830
H  -5.844  -5.107  -3.886
H  -3.813  -3.457  -4.300
H  -2.382  -1.788  -3.139

Cartesian forces, eV/Å:
Ti 0.87 -0.66 1.16
C 0.18 -0.23 -0.19
N -0.27 0.05 0.15
C -0.17 0.22 0.19
C 0.93 -0.51 0.01
O 0.10 0.44 0.23
C -0.03 0.22 -0.08
O 0.46 0.07 0.67
C -0.23 0.06 0.03
C 0.11 0.18 -0.15
O 0.10 0.04 -0.01
N 0.00 -0.23 0.03
C 0.04 -0.07 -0.14
C 0.00 0.13 0.08
H -0.02 0.01 0.06
H -0.02 0.04 0.04
H -0.02 0.02 0.04
H 0.04 -0.04 -0.04
H 0.03 -0.06 -0.02
H 0.02 -0.01 -0.02
H -0.07 -0.04 -0.01
H 0.00 -0.02 0.09
H -0.08 0.06 -0.08
H 0.11 -0.08 -0.07
H -0.02 0.04 -0.01
H 0.01 -0.05 0.01
H -0.08 0.01 0.02
H -0.01 -0.02 0.03
H -0.02 -0.02 -0.03
H 0.00 0.02 0.01
O -0.34 0.62 0.14
As -0.08 -1.52 -3.16
O 0.20 0.24 0.02
O 1.07 0.39 -1.72
C 0.37 0.12 0.89
C 0.21 0.00 0.12
C -0.03 0.01 0.09
C 0.02 -0.05 -0.16
C 0.08 0.19 0.35
C -0.32 -0.41 -0.78
S -1.09 0.99 -0.90
O -0.79 -0.17 -0.53
O -0.17 0.21 0.79
O -0.01 1.12 0.18
H 0.18 -0.01 0.10
H -0.09 0.02 -0.08
H -0.01 0.00 0.00
H -0.02 0.03 0.02
H 0.00 0.02 -0.01
C -0.04 0.00 -0.02
C 0.15 -0.03 -0.09
C 0.10 0.06 -0.01
C -0.19 0.00 -0.09
C 0.73 -0.16 -0.04
C 0.26 0.01 -0.13
C -0.09 -0.03 0.07
S -1.64 0.08 1.45
O -1.29 -1.83 1.90
C -0.03 0.16 -0.43
C 0.03 0.03 0.04
C -0.10 0.08 -0.02
C 0.04 -0.14 -0.11
C -0.10 0.11 -0.08
C 0.18 0.03 0.13
C -0.05 -0.14 -0.02
C -0.15 0.03 -0.11
C 0.43 0.05 -0.13
C 0.19 -0.35 -0.12
C -0.23 0.01 -0.22
C -0.17 -0.42 0.06
C -0.10 0.06 0.26
C 0.26 0.03 -0.10
C -0.23 -0.10 -0.04
C 0.01 0.10 0.13
C 0.25 0.06 0.05
C -0.10 -0.03 -0.06
C -0.12 0.07 0.02
C 0.02 0.48 0.00
S -0.37 0.05 0.20
O 0.53 0.18 0.19
C 0.39 0.22 -0.47
C 0.10 0.05 0.19
C 0.05 0.10 -0.05
C -0.02 0.02 -0.04
C 0.01 0.02 0.00
C -0.02 0.01 0.08
C 0.02 0.06 0.04
H 0.01 -0.03 0.04
H 0.00 0.01 0.00
H -0.02 -0.03 0.01
H -0.03 0.02 -0.06
H 0.10 -0.19 0.23
H 0.05 -0.04 0.05
H 0.03 0.00 -0.02
H 0.03 0.10 -0.01
H 0.09 -0.02 0.01
H 0.00 0.03 -0.03
H -0.02 0.01 0.02
H 0.01 -0.03 -0.03
H 0.05 0.03 -0.05
H -0.06 0.03 0.10
H 0.01 0.02 0.01
H -0.03 -0.01 0.02
H -0.01 0.01 -0.01
H -0.02 -0.08 0.05
H -0.02 0.08 0.00
H 0.04 -0.05 0.01
H 0.03 -0.03 0.00
H -0.02 -0.02 -0.02
H -0.04 -0.05 0.00
H -0.01 0.01 0.01
H 0.02 0.00 0.00
H 0.02 -0.03 -0.09

C48H47BrCl2IrNO3Sb | the ωB97M-V functional and the def2-TZVPD basis

Frontier orbital gap (Ha): 0.2433
Net charge: +1
F_max (eV Å⁻¹): 2.46
E (eV): -162628.655
LUMO (eV): -3.226

Atoms and positions in Å:
Ir  -0.931  0.759  -0.598
Br  1.469  0.264  -1.043
C  2.055  2.076  -0.826
C  3.373  2.368  -0.977
C  3.788  3.699  -0.747
C  2.879  4.640  -0.360
C  1.513  4.317  -0.173
C  0.582  5.280  0.284
C  -0.711  4.918  0.514
C  -1.150  3.598  0.265
C  -0.305  2.643  -0.236
C  1.063  2.996  -0.429
H  4.090  1.606  -1.253
H  4.832  3.955  -0.866
H  3.194  5.659  -0.172
H  0.922  6.292  0.465
H  -1.423  5.644  0.886
H  -2.182  3.356  0.482
C  5.459  -3.517  2.253
C  4.989  -4.599  1.523
C  3.728  -4.555  0.939
C  2.931  -3.421  1.083
C  3.425  -2.326  1.788
C  4.679  -2.377  2.384
Sb  0.969  -3.265  0.243
C  -0.176  -3.849  1.949
C  -1.454  -4.377  1.766
C  -2.233  -4.735  2.859
C  -1.745  -4.558  4.147
C  -0.473  -4.038  4.338
C  0.310  -3.687  3.243
C  0.824  -5.095  -0.826
C  0.806  -6.318  -0.155
C  0.740  -7.505  -0.873
C  0.686  -7.477  -2.260
C  0.704  -6.264  -2.933
C  0.774  -5.075  -2.216
H  6.439  -3.558  2.710
H  5.607  -5.479  1.401
H  3.371  -5.409  0.377
H  2.834  -1.418  1.874
H  5.050  -1.527  2.943
H  -1.845  -4.519  0.763
H  -3.221  -5.154  2.707
H  -2.351  -4.836  4.999
H  -0.085  -3.908  5.340
H  1.309  -3.295  3.406
H  0.841  -6.349  0.928
H  0.725  -8.452  -0.349
H  0.625  -8.402  -2.817
H  0.661  -6.243  -4.014
H  0.788  -4.129  -2.748
C  -0.728  8.746  -4.121
C  -0.085  7.415  -3.844
C  1.301  7.303  -3.873
C  1.922  6.097  -3.594
C  1.163  4.982  -3.293
C  -0.226  5.071  -3.299
N  -1.031  3.956  -2.977
C  -0.785  2.647  -3.200
C  0.192  2.159  -4.067
C  0.292  0.799  -4.346
C  -0.576  -0.131  -3.808
C  -1.558  0.317  -2.927
C  -1.659  1.682  -2.563
C  -2.828  2.113  -1.684
O  -3.560  3.039  -1.933
O  -2.860  1.367  -0.595
C  -0.867  6.288  -3.566
C  -2.370  6.384  -3.558
H  0.028  9.521  -4.234
H  -1.401  9.040  -3.314
H  -1.318  8.720  -5.041
H  1.898  8.174  -4.112
H  3.002  6.026  -3.597
H  1.647  4.057  -3.012
H  -1.939  4.149  -2.575
H  0.827  2.854  -4.593
H  1.048  0.474  -5.050
H  -0.531  -1.174  -4.087
H  -2.352  -0.351  -2.633
H  -2.845  5.445  -3.841
H  -2.718  7.144  -4.254
H  -2.747  6.659  -2.567
C  -2.497  -0.903  2.699
C  -2.189  0.506  2.224
O  -0.892  0.626  1.573
C  0.181  0.180  2.448
C  1.377  1.098  2.411
H  -3.566  -0.979  2.907
H  -1.965  -1.171  3.610
H  -2.232  -1.635  1.939
H  -2.190  1.210  3.059
H  -2.911  0.845  1.490
H  0.437  -0.848  2.179
H  -0.224  0.170  3.459
H  1.887  1.085  1.454
H  2.086  0.777  3.176
H  1.078  2.125  2.624
Cl  -1.549  -1.765  -0.631
C  -3.613  -2.237  -0.511
Cl  -4.704  -1.190  -1.245
H  -3.362  -2.013  0.509
H  -3.542  -3.243  -0.899

Cartesian forces, eV/Å:
Ir 0.04 0.44 0.34
Br 0.04 -0.05 0.08
C -0.05 -0.02 -0.11
C -0.02 0.02 -0.03
C 0.00 0.00 -0.02
C 0.02 0.00 0.05
C -0.03 -0.01 0.06
C 0.00 -0.01 0.01
C 0.03 0.01 -0.01
C -0.02 -0.08 0.12
C 0.03 0.03 -0.04
C 0.06 0.03 -0.04
H 0.00 0.00 -0.01
H 0.00 0.01 -0.01
H 0.00 0.00 0.00
H -0.01 0.01 -0.02
H 0.00 0.00 0.01
H -0.02 0.01 -0.07
C 0.02 0.01 0.00
C -0.03 -0.01 -0.10
C 0.06 0.07 0.14
C -0.15 -0.28 -0.04
C 0.04 -0.02 0.03
C -0.02 0.04 -0.02
Sb 0.71 0.19 -0.10
C 0.09 -0.11 -0.03
C -0.02 0.07 0.08
C -0.03 0.04 -0.08
C 0.00 -0.01 0.03
C 0.02 0.07 -0.03
C -0.08 0.02 0.03
C 0.07 -0.07 0.23
C -0.03 -0.04 -0.13
C -0.03 0.02 0.06
C -0.01 -0.01 -0.02
C -0.01 0.03 0.00
C -0.01 -0.02 -0.01
H -0.01 0.00 0.00
H -0.02 0.00 0.02
H -0.01 0.00 0.00
H -0.01 -0.01 0.01
H 0.00 0.00 -0.01
H 0.03 -0.09 0.01
H 0.02 0.00 0.00
H 0.00 -0.01 0.00
H 0.00 -0.02 0.00
H 0.01 -0.03 0.00
H -0.01 0.01 0.00
H 0.01 0.00 -0.01
H 0.02 0.00 0.00
H 0.01 0.00 0.01
H 0.00 -0.01 0.00
C 0.00 -0.02 -0.01
C 0.00 -0.01 0.01
C 0.00 0.01 0.03
C 0.00 0.01 -0.01
C -0.03 -0.02 0.03
C 0.00 0.09 -0.10
N 0.01 -0.05 0.08
C -0.21 0.01 -0.24
C 0.06 0.02 0.07
C -0.09 -0.01 -0.02
C -0.02 0.00 -0.06
C -0.01 -0.03 -0.13
C 0.33 -0.09 0.63
C -0.14 -0.01 -0.22
O 0.00 -0.07 -0.01
O 0.10 0.12 -0.17
C 0.01 -0.04 -0.09
C 0.01 -0.01 0.04
H 0.00 0.01 0.00
H 0.00 0.01 0.00
H 0.00 0.01 0.00
H 0.00 0.01 0.02
H 0.00 0.00 0.00
H 0.01 0.00 -0.05
H 0.04 0.03 0.08
H 0.03 -0.01 0.03
H 0.00 0.01 -0.01
H 0.02 -0.01 0.02
H -0.06 0.01 0.00
H -0.01 0.01 -0.02
H -0.01 0.00 0.00
H -0.01 -0.01 0.00
C -0.03 0.11 0.01
C -0.12 0.01 -0.05
O -0.03 -0.28 0.02
C 0.23 -0.02 -0.10
C -0.13 0.15 -0.04
H 0.01 0.01 0.02
H 0.01 -0.04 -0.01
H 0.09 -0.06 0.08
H 0.03 0.03 -0.02
H -0.01 0.02 0.00
H -0.02 -0.01 -0.03
H -0.06 -0.01 -0.03
H 0.05 -0.03 0.04
H -0.01 -0.01 0.02
H 0.02 -0.01 0.03
Cl -1.43 -0.25 -0.86
C 2.30 0.81 0.26
Cl -0.09 0.02 -0.25
H -1.38 -0.61 0.51
H -0.21 -0.01 0.10